2 unconnected molecules or ions with the total composition C4H8N3 in a non-equilibrium geometry, computed with the ωB97M-V functional and the def2-TZVPD basis.

The geometry in XYZ format:
```
15
C4H8N3, DFT the ωB97M-V functional and the def2-TZVPD basis
N -2.13330 0.66282 0.48268
N 1.41590 0.83198 -0.35161
N 0.42614 0.02583 -0.26860
C -0.48794 -0.67649 -0.15067
C -1.23672 -1.84934 -0.36149
C -2.84072 1.56861 0.59590
C 2.62669 0.50211 0.27066
H 2.75410 0.89777 1.31229
H -2.16464 -1.57358 -1.04676
H -0.74860 -2.57400 -0.89914
H 2.65280 -0.67694 0.24765
H -1.49392 -2.23510 0.63362
H 1.29969 1.77523 -0.82110
H 3.45465 0.85512 -0.25589
H -3.52411 2.46599 0.61248
```

* ΔE to the lowest compared entry with this formula, charge and spin: 5.359 eV
* total charge: +1
* gap between HOMO and LUMO: 10.648 eV


A gas-phase ion, C4H8N3O (charge +1) in a non-equilibrium geometry, computed with the ωB97M-V functional and the def2-TZVPD basis.

The geometry in XYZ format:
```
16
C4H8N3O, DFT the ωB97M-V functional and the def2-TZVPD basis
O -2.01046 0.62966 -0.43787
N -3.20697 -1.20744 -0.06627
N 2.28983 0.44100 0.06454
N -1.08082 1.61104 -0.15707
C 0.89891 0.24854 0.01780
C 3.15630 -0.36318 -0.49945
C 0.15553 1.40244 0.18067
C -2.16457 -0.46455 0.26528
H 0.60280 -0.76675 -0.10907
H 4.16582 -0.05994 -0.28194
H 2.56316 1.07746 0.73275
H 0.67522 2.27916 0.31313
H 2.78836 -1.31230 -0.87700
H -1.68400 -0.66845 1.24038
H -3.59436 -1.95874 0.54102
H -3.55473 -0.88794 -0.92690
```

* ΔE to the lowest compared entry with this formula, charge and spin: 6.275 eV
* total charge: +1
* gap between HOMO and LUMO (spin up / spin down): 7.299 / 7.298 eV